C34H40N4Zn | ωB97M-V/def2-TZVPD

The HOMO energy (spin up / spin down) comes out at 1.22 / 0.65 eV. Its total charge is -2.

Geometry as XYZ:
```
79
Properties=species:S:1:pos:R:3:mulliken_charge:R:1
Zn -1.4539 -0.6485 -0.8101 -0.5807
N 0.4123 -3.4638 3.8523 -0.7331
N -0.6875 -2.9514 -2.2701 -0.4769
C 0.9357 2.0143 -0.4517 0.7596
C 2.1108 1.3371 -0.1058 0.4777
C 2.1187 1.1330 1.3369 0.4338
C 3.0328 0.4110 2.0560 -1.6611
H 3.8281 -0.1121 1.5376 0.1900
H 1.8302 -1.5843 3.0422 0.1686
H 2.9761 0.3906 3.1384 0.5003
C 0.8436 1.6484 1.8188 0.6772
C 0.3462 1.3992 3.1819 -1.6928
H 0.9683 1.9064 3.9319 0.3687
H 0.3818 0.3198 3.3950 0.2189
H -0.6909 1.7356 3.2878 0.3541
C 0.1565 2.2189 0.7423 0.1548
C -1.1442 2.9218 0.8354 -1.4611
H -1.8261 2.4287 1.5391 0.2495
H -1.6423 2.9889 -0.1372 0.2848
H -0.9951 3.9504 1.1999 0.2758
C 3.1568 0.8065 -0.9989 -1.0418
H 4.0290 1.4744 -1.0359 0.2079
H 2.7927 0.6691 -2.0255 -0.1305
H 3.5031 -0.1646 -0.6249 0.4056
C 0.5792 2.4735 -1.8200 -0.6233
H -0.5010 2.6124 -1.9473 0.0819
H 0.9143 1.7591 -2.5815 -0.1250
H 1.0630 3.4386 -2.0465 0.2776
C -0.3768 -4.4413 4.2531 -0.1863
H -0.1838 -4.8941 5.2357 0.3372
C -1.4743 -4.8994 3.4855 -0.6617
H -2.1520 -5.6289 3.9219 0.2999
C -1.6562 -4.3896 2.1948 -0.2213
H -2.5172 -4.6915 1.5850 0.3299
C -0.7027 -3.5165 1.6826 -0.6448
H -0.6553 -3.2229 0.6330 0.7506
C 0.2776 -2.9580 2.5818 0.6627
C 1.0810 -1.8581 2.2962 -1.0377
H 1.0324 -1.3754 1.3199 0.0895
C -0.8386 -1.6333 -2.3966 -0.0238
C -0.1967 -3.4747 -3.4390 -1.4021
H 0.0006 -4.5313 -3.5804 0.4265
C -0.0313 -2.4610 -4.3444 0.0532
H 0.3175 -2.4945 -5.3560 0.4656
N -0.4471 -1.2932 -3.7088 0.8551
C -0.5315 -0.0276 -4.3464 0.4912
C 0.5425 0.4067 -5.1571 0.8428
C 0.3702 1.5512 -5.9466 -1.1297
H 1.1675 1.8464 -6.6267 0.3157
C -0.7821 2.3352 -5.8663 0.6704
C -0.9593 3.5564 -6.7108 -1.5870
H -1.4946 4.3374 -6.1640 0.3736
H -1.5446 3.3421 -7.6120 0.2889
H 0.0034 3.9514 -7.0371 0.3716
C -1.7863 1.9461 -4.9855 -1.0133
H -2.6889 2.5527 -4.8810 0.3244
C -1.6962 0.7580 -4.2487 1.6639
C -2.8719 0.3761 -3.4014 -1.5475
H -3.1450 -0.6858 -3.4711 0.4383
H -3.7381 0.9726 -3.7266 0.4988
H -2.7266 0.6489 -2.3344 -0.2306
C 1.8730 -0.2798 -5.1641 -1.7061
H 1.8533 -1.2555 -5.6705 0.3408
H 2.2970 -0.4106 -4.1546 0.2450
H 2.5783 0.3555 -5.7169 0.4010
C -5.9994 -0.7231 3.3177 -1.3782
C -4.8016 -0.4388 2.4582 1.0346
C -3.5231 -0.8629 2.8297 -1.1817
C -2.4827 -0.7723 1.9144 -0.3244
N -2.7053 -0.3366 0.6450 0.5925
C -3.8820 0.2887 0.3551 -0.3731
C -4.9474 0.2425 1.2469 -0.6762
H -6.1781 -1.8069 3.3903 0.2628
H -5.8741 -0.3425 4.3408 0.2914
H -6.8924 -0.2637 2.8772 0.3295
H -3.3248 -1.2961 3.8118 0.3603
H -1.4612 -1.0810 2.1592 0.8739
H -3.9470 0.8007 -0.6052 0.2330
H -5.8961 0.6955 0.9616 0.2507
```

=====

C9H6Cl2NO2 | ωB97M-V/def2-TZVPD

The HOMO energy comes out at -4.90 eV. Its total charge is -1. For the relative energy (zero: lowest compared OMol25 entry of this formula, charge and spin), the calculation gives 0.8747 eV. As for the SMILES: O=C([O-])/C(Cl)=N\c1ccccc1CCl.

Geometry as XYZ:
```
20
Properties=species:S:1:pos:R:3:nbo_charge:R:1
O 3.2500 -2.5596 2.7742 -0.7098
C 2.3343 -2.6204 1.9670 0.7163
O 2.2254 -2.9047 0.7727 -0.7157
C 0.8493 -2.2995 2.4856 0.2407
Cl 0.3673 -3.2847 3.8812 -0.0771
N -0.0785 -1.6165 1.9641 -0.5177
C 0.0526 -0.6551 1.0027 0.1724
C 1.1387 0.2327 1.2007 -0.2004
C 1.2760 1.3395 0.4161 -0.2042
C 0.4970 1.4739 -0.6977 -0.2545
C -0.5273 0.6327 -0.9534 -0.1931
C -0.7354 -0.4766 -0.1301 -0.0804
C -1.8209 -1.5764 -0.3273 -0.3725
Cl -3.2851 -0.8479 -0.9939 -0.0997
H 1.7207 0.0291 2.0232 0.2156
H 2.0106 2.0470 0.4769 0.2004
H 0.5306 2.2402 -1.4768 0.2009
H -1.2537 0.7325 -1.8902 0.2135
H -1.5003 -2.2547 -1.0039 0.2118
H -2.1742 -1.9322 0.7641 0.2535
```

=====

CH5O2PS | ωB97M-V/def2-TZVPD

The HOMO energy (spin up / spin down) comes out at -9.00 / -9.53 eV. Its total charge is 0. For the relative energy (zero: lowest compared OMol25 entry of this formula, charge and spin), the calculation gives 6.0977 eV.

Geometry as XYZ:
```
10
Properties=species:S:1:pos:R:3:nbo_charge:R:1
C -0.7029 -1.5610 1.4334 -0.4810
O 0.6538 1.0232 0.6555 -0.8398
O -0.3698 2.9055 -0.4645 -0.8554
P 0.3680 0.1463 -1.9664 0.1797
S -0.5058 1.4670 -0.1560 1.5072
H -1.3824 -2.2196 1.9740 0.1758
H 0.1904 -1.2386 1.8410 0.1672
H -0.7636 -1.2679 0.4204 0.1370
H 1.3538 -0.3593 -1.1140 0.0089
H 1.1585 1.1043 -2.6233 0.0004
```

=====

C23H23N5O2 | ωB97M-V/def2-TZVPD

The HOMO energy comes out at -7.80 eV. Its total charge is 0. For the relative energy (zero: lowest compared OMol25 entry of this formula, charge and spin), the calculation gives 0.0000 eV. As for the SMILES: Cc1c2cnn(CC(=O)NCc3ccccn3)c(=O)c2c(C)n1Cc1ccccc1.

Geometry as XYZ:
```
53
Properties=species:S:1:pos:R:3:nbo_charge:R:1
C -1.4825 -1.7469 2.0146 -0.6521
C -1.1266 -0.7143 1.0054 0.1727
C -0.0928 0.2025 1.0120 -0.1559
C 0.9718 0.5215 1.8941 0.0538
N 1.8177 1.4508 1.6149 -0.2500
N 1.7227 2.1566 0.4755 -0.2517
C 2.8064 3.0944 0.2600 -0.3196
C 4.1024 2.3703 -0.1353 0.6742
O 4.7727 2.6924 -1.0914 -0.6162
N 4.4313 1.3843 0.7267 -0.6277
C 5.3720 0.3578 0.3592 -0.2674
C 4.6646 -0.9188 -0.0294 0.2207
C 5.3360 -1.9490 -0.6831 -0.2496
C 4.6306 -3.0897 -1.0211 -0.1609
C 3.2829 -3.1661 -0.6994 -0.2698
C 2.7095 -2.0901 -0.0437 0.0479
N 3.3796 -1.0002 0.2857 -0.4556
C 0.7500 2.0113 -0.5061 0.6500
O 0.7381 2.7242 -1.4952 -0.6254
C -0.1977 0.9658 -0.1948 -0.2050
C -1.2889 0.4889 -0.8902 0.2226
C -1.8408 0.9404 -2.1896 -0.6685
N -1.8268 -0.5288 -0.1562 -0.3119
C -3.0179 -1.2385 -0.5365 -0.2522
C -4.2828 -0.4489 -0.2766 0.0488
C -4.3261 0.5490 0.6869 -0.2534
C -5.4988 1.2478 0.9165 -0.1843
C -6.6392 0.9530 0.1904 -0.2171
C -6.6028 -0.0437 -0.7704 -0.2019
C -5.4303 -0.7387 -1.0039 -0.2323
H -2.5076 -1.6218 2.3660 0.2235
H -1.3821 -2.7544 1.6059 0.2185
H -0.8134 -1.6590 2.8660 0.2348
H 1.1295 0.0090 2.8310 0.1993
H 2.5146 3.7610 -0.5538 0.2675
H 2.9790 3.6629 1.1774 0.2232
H 3.7149 1.1090 1.3946 0.4330
H 6.0506 0.1587 1.1978 0.2081
H 5.9591 0.7337 -0.4843 0.2465
H 6.3835 -1.8483 -0.9223 0.2182
H 5.1203 -3.9057 -1.5331 0.2167
H 2.6970 -4.0359 -0.9527 0.2177
H 1.6633 -2.0890 0.2359 0.1902
H -1.2474 1.7828 -2.5345 0.2740
H -2.8815 1.2496 -2.0867 0.2254
H -1.7910 0.1473 -2.9372 0.2161
H -2.9593 -1.4848 -1.6018 0.2218
H -3.0604 -2.1790 0.0218 0.2260
H -3.4406 0.7922 1.2559 0.2215
H -5.5189 2.0254 1.6654 0.2156
H -7.5530 1.4990 0.3703 0.2164
H -7.4881 -0.2771 -1.3429 0.2158
H -5.4030 -1.5127 -1.7579 0.2078
```

=====

C10H17N3S | ωB97M-V/def2-TZVPD

The HOMO energy comes out at -8.50 eV. Its total charge is 0. For the relative energy (zero: lowest compared OMol25 entry of this formula, charge and spin), the calculation gives 1.9932 eV. As for the SMILES: Nc1nnc(CCC2CCCCC2)s1.

Geometry as XYZ:
```
31
Properties=species:S:1:pos:R:3:nbo_charge:R:1
N 4.6017 -1.1863 0.0548 -0.8170
C 3.4882 -0.4264 0.1079 0.1968
N 3.2828 0.4445 1.0217 -0.3406
N 2.3116 1.3313 0.6917 -0.2646
C 1.5663 0.9568 -0.3075 0.0730
C 0.5880 1.8141 -0.9121 -0.4868
C -0.3718 2.1937 0.1187 -0.3940
C -1.3891 1.0731 0.4230 -0.1898
C -0.8362 -0.0676 1.2328 -0.4367
C -1.6263 -1.2353 1.2945 -0.4125
C -1.8259 -2.0107 -0.0347 -0.3807
C -1.7264 -0.9569 -1.1950 -0.4041
C -2.2384 0.4779 -0.8497 -0.4076
S 2.2798 -0.4767 -1.0918 0.2981
H 4.6924 -1.9606 -0.6592 0.3996
H 5.3084 -1.2928 0.8508 0.4232
H 1.0814 2.7025 -1.2174 0.2445
H 0.0659 1.1849 -1.7411 0.2164
H -0.9247 3.0816 -0.2335 0.2135
H 0.2160 2.3394 1.1166 0.2413
H -2.2131 1.5158 1.0138 0.2043
H -0.4867 0.2691 2.1272 0.2228
H 0.0942 -0.4031 0.7470 0.1958
H -1.4063 -2.2064 1.8201 0.2300
H -2.6550 -1.0831 1.7714 0.1885
H -0.9843 -2.7319 -0.2047 0.1871
H -2.7243 -2.6088 -0.0167 0.2041
H -0.6879 -0.9000 -1.4135 0.1826
H -2.2091 -1.3524 -2.0565 0.2058
H -1.9582 1.0344 -1.7156 0.1980
H -3.3130 0.4797 -0.7429 0.2093
```

=====

C57H93BBrN11O4 | ωB97M-V/def2-TZVPD

The HOMO energy comes out at -8.84 eV. Its total charge is 0. As for the SMILES: CCCCc1ccc([C@@H](Br)CC)c2c1C(=O)N(B(O)OCC)C2=O.CCCC#N.CCCC#N.CCCC#N.CCCC#N.CCCC#N.CCCC#N.CCCC#N.CCCC#N.CCCC#N.CCCC#N.

Geometry as XYZ:
```
167
Properties=species:S:1:pos:R:3:mulliken_charge:R:1
C 4.5125 2.4219 2.7134 -1.0123
C 5.7534 2.1403 1.8205 -0.4081
C 5.3917 1.5024 0.4660 -0.7961
C 4.8647 0.0327 0.5882 -1.0607
C 3.3406 0.0402 0.6279 0.8292
C 2.6555 0.3336 -0.5206 -0.8247
C 1.2928 0.3921 -0.5072 -0.1786
C 0.5593 0.1631 0.6344 0.3279
C -0.9626 0.2690 0.6634 -0.1058
Br -1.6178 1.3280 2.1915 -0.0873
C -1.4333 1.0375 -0.6015 -0.9613
C -0.9781 2.5201 -0.5696 -1.0824
C 1.2856 -0.1732 1.7454 0.5584
C 2.6690 -0.2393 1.7798 -0.9651
C 3.1616 -0.5881 3.1514 0.4511
O 4.2809 -0.8629 3.5172 -0.7184
N 2.0127 -0.5135 3.9687 0.1024
B 2.1454 -1.7013 4.9022 0.5240
O 2.3496 -2.9482 4.3326 -0.4150
O 2.0275 -1.4545 6.2283 -0.5236
C 2.1430 -2.5881 7.0883 -0.2642
C 3.5862 -2.8739 7.4920 -1.0120
C 0.8529 -0.5523 3.1451 0.2678
O -0.2095 -0.8947 3.5998 -0.7002
H 4.5404 1.7926 3.6005 0.1694
H 4.5920 3.4457 3.0826 0.4128
H 3.5804 2.3318 2.1619 0.1965
H 6.1901 3.1183 1.6013 0.4583
H 6.5121 1.5839 2.3711 0.2687
H 4.5989 2.1133 0.0301 0.4588
H 6.2457 1.4982 -0.2135 0.3555
H 5.2665 -0.4231 1.4883 0.4037
H 5.1503 -0.5448 -0.2923 0.4659
H 3.2055 0.5216 -1.4310 0.5823
H 0.8134 0.6298 -1.4442 0.4292
H -1.4206 -0.7167 0.6164 0.1917
H -2.5202 1.0724 -0.5255 0.5785
H -1.1256 0.5385 -1.5130 0.4079
H -0.0138 2.6332 -0.0680 0.4328
H -0.8032 2.9071 -1.5822 0.1329
H -1.6816 3.1452 -0.0266 0.2248
H 3.2166 -3.2564 4.6205 0.3000
H 1.6208 -2.3281 8.0113 0.3458
H 1.6451 -3.4773 6.7034 0.3184
H 3.5652 -3.7147 8.1908 0.3852
H 4.2043 -3.1780 6.6466 0.2593
H 4.0049 -2.0335 8.0403 0.2522
C 9.3309 0.3904 0.7511 -1.1985
C 9.5640 -0.3984 -0.5325 -0.2413
C 10.4844 0.3216 -1.5170 0.1364
C 9.9032 1.6124 -1.9130 0.2855
N 9.4459 2.6257 -2.2147 -0.5311
H 8.8293 1.3407 0.5549 0.2887
H 8.6928 -0.1753 1.4323 0.3398
H 10.2745 0.5964 1.2602 0.2922
H 8.6014 -0.5968 -1.0086 0.3445
H 10.0032 -1.3642 -0.2849 0.2009
H 10.6290 -0.2878 -2.4094 0.3960
H 11.4596 0.4976 -1.0649 -0.3135
C -4.3289 -2.3324 2.9893 -1.2280
C -5.1008 -3.1332 1.9448 0.7594
C -4.1893 -3.8170 0.9237 -0.4486
C -3.4083 -2.8084 0.1986 0.2780
N -2.7945 -2.0165 -0.3701 -0.5677
H -3.7623 -1.5154 2.5368 0.2080
H -5.0168 -1.8888 3.7107 0.4206
H -3.6305 -2.9703 3.5352 0.3158
H -5.7964 -2.4678 1.4264 -0.0212
H -5.6951 -3.8879 2.4445 -0.5025
H -4.7820 -4.3857 0.2074 0.3782
H -3.5062 -4.5084 1.4179 0.3057
C -2.0295 4.6045 -6.3389 -0.6914
C -2.9277 4.7906 -5.1217 -0.5711
C -2.2634 4.3416 -3.8158 -0.3544
C -1.9259 2.9139 -3.8712 0.3399
N -1.6579 1.7967 -3.9190 -0.5144
H -1.7854 3.5532 -6.4997 0.3866
H -2.5294 4.9642 -7.2380 -0.0865
H -1.0972 5.1604 -6.2268 0.3131
H -3.8546 4.2328 -5.2709 0.3096
H -3.1984 5.8446 -5.0349 0.3268
H -2.9358 4.5063 -2.9733 0.3356
H -1.3501 4.9111 -3.6366 0.3366
C -8.6577 -0.8875 0.1554 -0.7386
C -9.5712 -0.4376 1.2914 -0.5975
C -8.9907 -0.7237 2.6807 0.0416
C -8.7769 -2.1651 2.8590 0.0808
N -8.6053 -3.2980 2.9719 -0.4061
H -8.5023 -1.9696 0.1729 0.2894
H -9.0916 -0.6409 -0.8068 0.2016
H -7.6849 -0.3984 0.2212 0.2387
H -10.5395 -0.9359 1.1907 0.3771
H -9.7506 0.6350 1.2021 0.3472
H -9.6704 -0.3739 3.4591 0.3550
H -8.0386 -0.2077 2.8060 -0.0494
C -11.0562 -3.0120 -4.1221 -1.1007
C -11.5992 -1.5880 -4.1655 -0.4169
C -10.5258 -0.5511 -4.5144 -0.4556
C -9.4524 -0.5610 -3.5123 0.2635
N -8.6196 -0.5796 -2.7168 -0.4788
H -10.2969 -3.1270 -3.3473 0.3302
H -11.8567 -3.7177 -3.9002 0.3176
H -10.6136 -3.2927 -5.0798 0.3005
H -12.0429 -1.3442 -3.1981 0.2919
H -12.3978 -1.5307 -4.9076 0.3115
H -10.9610 0.4480 -4.5474 0.2679
H -10.0927 -0.7630 -5.4929 0.2837
C -7.6173 -8.8249 4.5432 -1.1386
C -7.8055 -7.4668 5.2107 -0.5223
C -7.8411 -6.3077 4.2087 -0.2697
C -6.5864 -6.2232 3.4566 0.3017
N -5.5939 -6.1249 2.8810 -0.5030
H -6.6626 -8.8831 4.0183 0.3504
H -7.6279 -9.6211 5.2882 0.3393
H -8.4157 -9.0230 3.8252 0.2838
H -6.9979 -7.3067 5.9281 0.3112
H -8.7398 -7.4714 5.7751 0.3315
H -7.9903 -5.3605 4.7245 0.2675
H -8.6616 -6.4361 3.5026 0.2955
C -4.1211 5.6639 -10.2044 -1.0418
C -4.7764 7.0241 -9.9915 -0.4104
C -3.8027 8.1915 -10.1852 -0.4120
C -2.6939 8.1063 -9.2253 0.2556
N -1.8293 8.0327 -8.4689 -0.4172
H -3.3257 5.4853 -9.4799 0.1928
H -4.8540 4.8656 -10.0863 0.3213
H -3.6949 5.5859 -11.2064 0.3351
H -5.2006 7.0644 -8.9863 0.2893
H -5.6047 7.1367 -10.6934 0.3071
H -4.3163 9.1417 -10.0381 0.2750
H -3.3921 8.1829 -11.1958 0.2745
C 9.8490 -5.2044 0.4632 -1.0345
C 10.0874 -6.0050 -0.8126 -0.4161
C 10.9993 -5.2800 -1.8082 -0.4278
C 10.4031 -4.0024 -2.2170 0.2609
N 9.9325 -2.9979 -2.5237 -0.4251
H 9.3394 -4.2624 0.2547 0.2451
H 9.2214 -5.7676 1.1539 0.3302
H 10.7907 -4.9799 0.9679 0.3110
H 9.1272 -6.2205 -1.2850 0.2962
H 10.5402 -6.9644 -0.5554 0.3040
H 11.1534 -5.8921 -2.6971 0.2999
H 11.9745 -5.0831 -1.3607 0.2710
C 13.9990 2.9397 -0.2039 -0.8634
C 14.1507 2.6635 1.2880 -0.4216
C 14.6101 1.2315 1.5871 -0.4911
C 13.6340 0.2609 1.0771 0.3099
N 12.8591 -0.4942 0.6834 -0.4202
H 13.2337 2.3050 -0.6534 0.1011
H 13.7003 3.9741 -0.3710 0.3277
H 14.9392 2.7693 -0.7324 0.3009
H 13.1978 2.8536 1.7856 0.2840
H 14.8771 3.3602 1.7100 0.3069
H 14.7171 1.0844 2.6620 0.2838
H 15.5766 1.0336 1.1216 0.2795
C -6.0862 5.3911 3.0000 -1.1390
C -5.0750 4.4074 3.5791 -0.5600
C -4.8013 3.2168 2.6534 0.2674
C -6.0384 2.4615 2.4187 0.1175
N -7.0070 1.8661 2.2394 -0.3914
H -7.0612 4.9234 2.8550 0.3270
H -6.2274 6.2347 3.6762 0.3411
H -5.7470 5.7816 2.0384 0.2958
H -5.4396 4.0458 4.5427 0.3214
H -4.1348 4.9288 3.7670 0.3360
H -4.0651 2.5521 3.1022 -0.2084
H -4.4064 3.5586 1.6959 0.2055
```

=====

Q: total charge of number 6 (C57H93BBrN11O4)?
A: 0

=====

Q: Look up the total charge of the fifth one.
A: 0

=====

Repeat the fifth record exactly.
C10H17N3S | ωB97M-V/def2-TZVPD

The HOMO energy comes out at -8.50 eV. Its total charge is 0. For the relative energy (zero: lowest compared OMol25 entry of this formula, charge and spin), the calculation gives 1.9932 eV. As for the SMILES: Nc1nnc(CCC2CCCCC2)s1.

Geometry as XYZ:
```
31
Properties=species:S:1:pos:R:3:nbo_charge:R:1
N 4.6017 -1.1863 0.0548 -0.8170
C 3.4882 -0.4264 0.1079 0.1968
N 3.2828 0.4445 1.0217 -0.3406
N 2.3116 1.3313 0.6917 -0.2646
C 1.5663 0.9568 -0.3075 0.0730
C 0.5880 1.8141 -0.9121 -0.4868
C -0.3718 2.1937 0.1187 -0.3940
C -1.3891 1.0731 0.4230 -0.1898
C -0.8362 -0.0676 1.2328 -0.4367
C -1.6263 -1.2353 1.2945 -0.4125
C -1.8259 -2.0107 -0.0347 -0.3807
C -1.7264 -0.9569 -1.1950 -0.4041
C -2.2384 0.4779 -0.8497 -0.4076
S 2.2798 -0.4767 -1.0918 0.2981
H 4.6924 -1.9606 -0.6592 0.3996
H 5.3084 -1.2928 0.8508 0.4232
H 1.0814 2.7025 -1.2174 0.2445
H 0.0659 1.1849 -1.7411 0.2164
H -0.9247 3.0816 -0.2335 0.2135
H 0.2160 2.3394 1.1166 0.2413
H -2.2131 1.5158 1.0138 0.2043
H -0.4867 0.2691 2.1272 0.2228
H 0.0942 -0.4031 0.7470 0.1958
H -1.4063 -2.2064 1.8201 0.2300
H -2.6550 -1.0831 1.7714 0.1885
H -0.9843 -2.7319 -0.2047 0.1871
H -2.7243 -2.6088 -0.0167 0.2041
H -0.6879 -0.9000 -1.4135 0.1826
H -2.2091 -1.3524 -2.0565 0.2058
H -1.9582 1.0344 -1.7156 0.1980
H -3.3130 0.4797 -0.7429 0.2093
```